19
Properties=species:S:1:pos:R:3:lowdin_spin:R:1 method="wB97M-V/def2-TZVPD" lumo_energy_ev="5.818 / 5.801" relative_energy_kcal_mol=8.5 charge=-2 multiplicity=2 gap_ev="2.251 / 5.955" e_tot_ev=-18712.1622
C -0.544 -1.330 0.931 0.01
C 0.662 -2.285 0.812 0.00
S 0.126 -4.015 0.459 0.01
C -0.131 0.161 0.971 0.09
N -0.416 1.004 -0.216 0.04
C -0.003 0.361 -1.459 0.19
H -1.188 -1.474 0.063 0.00
H -1.104 -1.634 1.811 0.00
H 1.101 -2.331 1.807 0.00
H 1.355 -1.914 0.059 0.00
H -0.611 0.685 1.796 0.04
H 0.957 0.232 1.063 0.01
H -1.420 1.140 -0.293 0.10
H 1.085 0.392 -1.543 0.02
H -0.198 1.098 -2.253 0.08
H -0.454 -0.591 -1.715 0.01
H 0.961 3.177 -0.536 0.05
H -0.534 3.467 -0.888 0.10
O 0.355 3.856 -0.867 0.23

13
Properties=species:S:1:pos:R:3:lowdin_charge:R:1 method="wB97M-V/def2-TZVPD" lumo_energy_ev="0.388 / -0.024" relative_energy_kcal_mol=129.2 charge=0 gap_ev="8.874 / 7.619" e_tot_ev=-6782.9105
C -1.310 0.061 -0.095 -0.18
C -0.558 -0.278 1.180 -0.11
C -0.180 -0.394 -0.927 -0.05
C 1.147 -0.171 -0.363 -0.41
N 1.053 1.282 -0.434 0.13
C 0.764 -0.221 1.088 -0.08
H -2.210 -0.535 -0.283 0.11
H -1.599 1.132 -0.246 0.13
H -1.098 -0.594 2.057 0.09
H -0.401 -1.078 -1.750 0.12
H 1.995 -0.705 -0.819 0.14
H 0.884 1.691 -1.285 0.00
H 1.512 -0.189 1.877 0.11

25
Properties=species:S:1:pos:R:3:lowdin_charge:R:1 method="wB97M-V/def2-TZVPD" lumo_energy_ev=0.597 relative_energy_kcal_mol=20.8 charge=0 gap_ev=9.209 e_tot_ev=-35187.4439
C 3.210 2.348 0.067 -0.51
S 1.489 2.494 -0.107 0.89
C 1.132 0.733 -0.030 -0.60
N 2.200 -0.117 -0.218 0.08
C 1.890 -1.403 -0.069 -0.33
C 3.103 -2.346 -0.158 -0.03
C 0.573 -1.901 0.124 -0.04
C -0.449 -0.929 0.045 -0.60
S -2.158 -1.284 -0.148 0.94
C -2.966 0.420 0.020 -0.42
C -4.532 0.257 0.061 -0.32
O -5.113 1.566 -0.205 -0.13
N -0.167 0.410 -0.018 0.02
H 3.765 3.351 0.257 0.07
H 3.642 1.888 -0.864 0.04
H 3.532 1.541 0.770 0.04
H 2.866 -3.479 -0.075 0.11
H 3.594 -2.018 -1.029 0.05
H 3.692 -2.098 0.792 0.10
H 0.286 -2.977 0.370 0.13
H -2.782 0.961 -0.873 0.06
H -2.662 0.956 0.990 0.11
H -4.877 -0.248 0.948 0.09
H -4.838 -0.398 -0.849 0.13
H -4.429 2.273 0.198 0.15

8
Properties=species:S:1:pos:R:3:lowdin_charge:R:1 method="wB97M-V/def2-TZVPD" lumo_energy_ev="-0.903 / -0.903" relative_energy_kcal_mol=64.9 charge=0 gap_ev="7.877 / 7.880" e_tot_ev=-16492.3818
C 1.624 0.516 -0.080 -0.01
C -0.616 -0.215 0.005 -0.48
N 0.400 0.682 0.125 -0.12
O -3.117 -0.957 0.021 -0.60
S -2.214 0.233 -0.046 0.92
H 2.180 1.355 0.329 0.08
H 2.005 -0.241 -0.645 0.05
H -0.262 -1.374 0.291 0.16

46
Properties=species:S:1:pos:R:3:lowdin_spin:R:1 method="wB97M-V/def2-TZVPD" lumo_energy_ev="2.801 / 2.799" charge=-1 multiplicity=3 gap_ev="4.853 / 6.773" e_tot_ev=-29221.2074
Pd -0.869 -1.816 -0.321 0.83
C 0.830 4.522 -1.283 0.00
N -0.130 3.621 -0.689 0.00
C -0.770 4.091 0.521 0.00
C -0.071 2.259 -0.886 0.00
O -0.650 1.471 -0.179 0.03
C 0.770 1.789 -2.085 0.00
O 0.576 0.429 -2.283 0.01
C 1.702 -0.397 -2.291 0.00
C 2.410 -0.463 -0.930 0.00
O 2.034 0.221 0.008 0.01
N 3.515 -1.255 -0.861 0.00
C 4.146 -1.418 0.427 0.00
C 3.786 -2.310 -1.809 0.00
H 0.426 5.535 -1.261 0.00
H 1.786 4.530 -0.746 0.00
H 1.021 4.268 -2.323 0.00
H -1.291 5.031 0.321 0.00
H -1.481 3.341 0.855 0.00
H -0.041 4.257 1.323 0.00
H 0.445 2.323 -2.991 0.00
H 1.821 2.041 -1.904 0.00
H 1.314 -1.390 -2.499 0.00
H 2.427 -0.091 -3.066 0.00
H 3.851 -0.597 1.073 0.00
H 3.825 -2.357 0.891 0.00
H 5.234 -1.429 0.313 0.00
H 3.065 -2.316 -2.617 0.00
H 4.794 -2.208 -2.228 0.00
H 3.703 -3.279 -1.310 0.00
F 1.049 -2.609 -0.789 0.05
C -2.228 -2.648 2.568 0.03
C -3.142 -1.754 1.728 0.11
C -3.066 -0.322 2.288 0.05
C -4.589 -2.254 1.870 0.02
C -2.708 -1.747 0.279 0.72
H -2.522 -2.627 3.624 0.00
H -1.190 -2.315 2.483 0.01
H -2.271 -3.679 2.210 0.01
H -3.341 -0.296 3.351 0.01
H -3.742 0.337 1.739 0.00
H -2.053 0.068 2.171 0.01
H -4.913 -2.254 2.918 0.00
H -4.679 -3.270 1.481 0.01
H -5.269 -1.613 1.303 0.00
H -3.514 -1.420 -0.394 0.08

12
Properties=species:S:1:pos:R:3:lowdin_charge:R:1 method="wB97M-V/def2-TZVPD" lumo_energy_ev=-1.107 relative_energy_kcal_mol=14.9 charge=0 gap_ev=9.471 e_tot_ev=-11287.8922
C -1.766 -1.056 -0.099 0.01
N -0.527 -0.269 0.022 -0.01
C -0.232 0.815 -0.768 -0.41
O -0.850 1.345 -1.673 0.11
C 1.118 1.191 -0.277 -0.03
N 1.612 0.439 0.615 0.18
C 0.581 -0.576 0.818 -0.45
O 0.688 -1.547 1.505 0.15
H -1.512 -2.129 -0.258 0.10
H -2.319 -1.061 0.867 0.10
H -2.347 -0.635 -0.952 0.10
H 1.671 2.013 -0.811 0.15

Please write out number 6 again, unchanged.
12
Properties=species:S:1:pos:R:3:lowdin_charge:R:1 method="wB97M-V/def2-TZVPD" lumo_energy_ev=-1.107 relative_energy_kcal_mol=14.9 charge=0 gap_ev=9.471 e_tot_ev=-11287.8922
C -1.766 -1.056 -0.099 0.01
N -0.527 -0.269 0.022 -0.01
C -0.232 0.815 -0.768 -0.41
O -0.850 1.345 -1.673 0.11
C 1.118 1.191 -0.277 -0.03
N 1.612 0.439 0.615 0.18
C 0.581 -0.576 0.818 -0.45
O 0.688 -1.547 1.505 0.15
H -1.512 -2.129 -0.258 0.10
H -2.319 -1.061 0.867 0.10
H -2.347 -0.635 -0.952 0.10
H 1.671 2.013 -0.811 0.15